78
Properties=species:S:1:pos:R:3:forces:R:3 method="wB97M-V/def2-TZVPD" spin_multiplicity=1 e_homo_ev="-18.03 / -18.03" orbital_gap_ha="0.0982 / 0.0973" charge=+4 e_tot_ha=-5048.86062 lumo_energy_ev="-15.36 / -15.38"
N -3.70043 -6.31450 5.65926 -0.382 -0.171 0.285
C -4.46385 -5.23025 5.49046 0.596 0.505 -0.449
C -4.05478 -4.18466 4.65271 -0.508 0.312 0.082
C -2.80769 -4.25036 3.97577 0.161 0.424 -0.321
C -2.05376 -5.42508 4.17316 0.289 -0.705 0.348
C -2.53948 -6.43047 5.02730 0.531 0.921 -0.824
C -2.39485 -3.16368 3.07922 -1.427 -1.420 1.840
Sn -0.02674 0.85286 -0.32160 -1.749 3.087 -0.353
P 0.16457 1.13589 -4.42824 1.665 0.640 3.179
C -1.26075 -3.16189 2.31710 0.965 0.172 -1.298
C -1.19792 -2.30362 1.16151 -0.970 -0.566 1.657
C -0.47105 -2.59530 0.00386 0.525 -0.553 -0.886
C -0.59279 -1.83739 -1.14515 0.766 -0.924 1.195
C -1.47571 -0.74570 -1.15257 0.551 2.068 -0.665
C -2.29507 -0.45481 -0.02829 0.311 -0.655 2.050
C -2.04346 -1.18264 1.14002 -1.878 1.705 -0.492
Br 0.50351 3.82949 -1.22106 0.090 -1.470 0.174
H -3.16210 -2.38221 3.00864 0.422 -0.326 -0.153
H -0.50331 -3.94694 2.42888 -0.430 0.233 -0.102
H -4.71020 -3.31548 4.51607 0.287 -0.343 0.104
H -1.09284 -5.59302 3.68816 -0.240 0.088 0.092
H -5.40224 -5.18171 6.05087 0.330 -0.060 -0.274
H -1.94372 -7.33174 5.17653 -0.311 0.156 0.091
H 0.20275 -3.43575 0.05680 0.111 -0.258 -0.277
H -2.54958 -0.84608 2.06349 0.255 -0.319 -0.697
H 0.03722 -2.06974 -1.99411 -0.050 0.047 -0.024
H -3.00006 0.38968 0.00407 0.474 -0.456 -0.153
P 2.20012 0.96794 0.76472 -0.188 -0.838 -0.971
C -1.42218 1.12074 -3.55970 0.250 1.083 -1.812
C -2.44786 0.85493 -4.66172 -0.979 -0.263 -0.363
H -1.56529 2.07648 -3.06565 -0.005 0.595 -0.222
H -1.43142 0.36644 -2.75948 0.296 -1.197 0.256
H -3.47469 0.93103 -4.30106 0.116 -0.069 0.094
H -2.34320 1.55379 -5.49303 -0.117 0.076 0.170
H -2.31236 -0.13990 -5.08346 -0.071 -0.151 0.010
C 1.15899 -0.30863 -3.95381 -0.712 -0.703 -1.102
C 2.29367 -0.55021 -4.95883 0.284 -0.120 0.004
H 0.45213 -1.15284 -3.96353 0.299 0.042 0.098
H 1.50762 -0.15366 -2.91566 -0.170 0.151 -0.303
H 2.70988 -1.54769 -4.79407 0.020 0.181 -0.091
H 1.91531 -0.50951 -5.98660 0.104 -0.109 0.174
H 3.10391 0.18200 -4.87035 -0.178 -0.141 0.017
C 1.25178 2.54085 -4.01227 -0.044 -0.315 -1.984
C 0.91543 3.83343 -4.76364 0.048 0.132 0.220
H 2.31184 2.25095 -4.10968 -0.417 0.003 -0.058
H 1.01492 2.66835 -2.92038 -0.412 -0.109 0.235
H 1.33936 4.68063 -4.20328 -0.263 -0.200 -0.324
H 1.36828 3.80911 -5.76737 -0.269 0.082 0.364
H -0.18105 3.93661 -4.83942 0.484 0.270 -0.039
C 2.93767 2.49113 1.29384 -0.467 0.910 -0.072
C 4.10041 2.07215 2.19331 0.316 -0.146 0.469
H 2.17967 3.10765 1.79665 0.250 -0.165 0.006
H 3.25184 3.07258 0.41370 -0.089 -0.357 0.088
H 3.78455 2.00983 3.23596 0.097 0.007 -0.130
H 4.50873 1.09550 1.90910 0.155 0.078 0.083
H 4.91749 2.79058 2.12208 -0.070 -0.012 -0.022
C 3.25032 0.13327 -0.50150 0.028 0.102 0.093
C 3.16990 -1.39812 -0.41367 0.162 -0.151 -0.008
H 4.28199 0.50677 -0.34557 -0.430 -0.235 -0.133
H 2.90734 0.49174 -1.49851 0.360 0.012 0.653
H 3.48076 -1.74202 0.58771 -0.080 -0.013 -0.533
H 2.15385 -1.78940 -0.62641 0.505 0.243 0.134
H 3.86282 -1.82394 -1.15780 -0.287 0.059 0.350
C 1.54311 -0.12303 2.07922 0.337 -0.520 0.428
C 1.11775 0.64330 3.34366 0.051 -0.060 0.194
H 2.30453 -0.89952 2.28357 -0.364 0.310 0.174
H 0.65505 -0.66069 1.66715 0.727 0.206 0.176
H 0.44719 -0.00366 3.91648 0.173 0.101 0.050
H 1.98566 0.87549 3.96860 -0.233 -0.037 -0.101
H 0.56208 1.56561 3.13053 0.223 -0.271 -0.012
N -0.90120 4.93181 1.72472 -0.388 -1.663 -0.626
C -1.61034 4.00267 1.04545 0.201 2.167 -0.662
N -2.44030 4.42584 0.08519 0.445 -0.544 0.535
S -1.50658 2.32429 1.48177 0.390 -1.080 -0.409
H -0.82026 5.87634 1.34877 -0.019 -0.216 0.484
H -0.23103 4.58207 2.41304 -0.482 0.591 -0.282
H -2.85231 3.78472 -0.59249 0.068 0.324 0.653
H -2.57151 5.42128 -0.06913 -0.038 -0.175 -0.083